[1]
Entry from the OMol25 dataset: a cluster of 2 separate species, C6H16Si in total at a distorted geometry (ωB97M-V with the def2-TZVPD basis set).

Last column: Mulliken charge in e.
CARTESIAN COORDINATES (ANGSTROEM)
1 C -1.189 0.417 -3.946  -0.99
2 Si -1.896 -0.280 -2.269  0.46
3 C -0.559 -0.835 -0.949  -0.94
4 H -1.472 -0.280 -4.714  0.29
5 H -1.526 1.449 -4.015  0.29
6 H -0.196 0.405 -3.590  0.30
7 H -2.668 -1.425 -2.563  -0.16
8 H -2.558 0.993 -1.636  -0.11
9 H -0.958 -1.489 -0.231  0.36
10 H -0.246 0.009 -0.248  0.07
11 H 0.283 -1.348 -1.375  0.40
12 C -0.360 0.046 2.375  -0.99
13 C 0.914 0.317 2.287  0.66
14 C 1.695 1.590 1.853  -1.26
15 C 1.701 -1.062 2.352  -1.21
16 H -0.833 -0.893 2.287  0.39
17 H -0.990 0.858 2.109  0.40
18 H 1.000 2.165 1.189  0.28
19 H 2.486 1.230 1.272  0.37
20 H 1.930 2.211 2.623  0.41
21 H 1.578 -1.559 1.385  0.23
22 H 2.752 -0.960 2.665  0.36
23 H 1.113 -1.559 3.140  0.37

Cartesian forces, eV/Å:
C -1.491 -0.393 2.444
Si 1.413 2.361 0.930
C -0.271 2.372 -0.311
H 0.337 0.149 -0.610
H -0.072 -0.187 -0.513
H 1.700 0.005 -0.689
H -1.173 -0.974 -0.089
H 0.043 -1.338 -0.335
H -1.028 -1.284 0.765
H -0.034 -0.751 -1.425
H 0.586 0.004 -0.286
C -1.049 2.561 -1.073
C 2.867 -2.231 -0.378
C -4.385 -1.970 -1.580
C -0.454 1.662 0.859
H -0.006 -1.119 0.658
H -1.069 0.768 0.167
H 0.636 -0.300 0.400
H 1.551 -0.132 -0.694
H 1.145 1.539 2.261
H 0.321 -0.047 0.206
H -0.337 -0.186 -0.264
H 0.769 -0.508 -0.443

* highest occupied orbital energy: -9.4 eV
* energy above the lowest of the compared OMol25 structures with the same formula, charge and spin: 61.6 kcal/mol
* total energy: -527.6010 a.u.
* 2S+1: 1
* SMILES string: C[SiH2]C.C=C(C)C

=====

[2]
Entry from the OMol25 dataset: the molecule C2H2ClF3 at a distorted geometry (ωB97M-V with the def2-TZVPD basis set).

Last column: Mulliken charge in e.
CARTESIAN COORDINATES (ANGSTROEM)
1 F -1.878 -0.012 -0.013  -0.28
2 C -0.551 -0.546 -0.029  -0.43
3 C 0.530 0.551 0.128  0.70
4 F 0.415 1.117 1.320  -0.17
5 F 0.380 1.510 -0.973  -0.23
6 Cl 2.194 -0.163 -0.041  -0.14
7 H -0.479 -1.438 0.683  0.29
8 H -0.613 -1.020 -1.075  0.26

Cartesian forces, eV/Å:
F 1.529 0.023 0.939
C -1.710 -1.724 -2.135
C -0.277 -0.068 -2.204
F 0.087 0.597 -0.644
F 0.274 -1.886 2.994
Cl -1.222 0.472 0.085
H 0.101 1.749 -0.463
H 1.219 0.837 1.428

* highest occupied orbital energy: -12.3 eV
* energy above the lowest of the compared OMol25 structures with the same formula, charge and spin: 25.4 kcal/mol
* total energy: -837.1723 a.u.
* 2S+1: 1
* SMILES string: FCC(F)(F)Cl

=====

[3]
Entry from the OMol25 dataset: a cluster of 4 separate species, C32H35F24N2O8PS2 in total at a distorted geometry (ωB97M-V with the def2-TZVPD basis set).

Last column: Mulliken charge in e.
CARTESIAN COORDINATES (ANGSTROEM)
1 C 2.263 -0.294 6.560  -0.39
2 C 2.259 -0.440 5.245  -0.62
3 C 2.312 -0.564 3.634  0.29
4 C 1.287 -1.464 2.810  0.74
5 C 0.175 -2.250 3.659  -0.34
6 C -1.333 -2.152 3.087  -0.45
7 P -1.971 -0.387 2.834  0.70
8 O -2.202 0.196 4.271  -0.79
9 O -0.897 0.646 2.000  0.03
10 C -1.404 2.038 2.045  -0.50
11 C -0.349 3.086 1.360  -0.54
12 O -3.494 -0.286 2.040  -0.43
13 C -3.710 -1.382 1.103  0.29
14 C -4.518 -0.843 -0.224  -1.03
15 C 1.454 -1.557 1.201  0.68
16 C 0.429 -2.454 0.302  -0.09
17 C 0.460 -4.030 0.673  -1.04
18 C 2.626 -0.761 0.474  -0.36
19 C 2.926 -0.799 -1.100  -0.70
20 S 3.212 0.916 -1.849  0.95
21 O 2.233 1.214 -2.971  -0.55
22 O 4.676 0.950 -2.308  -0.67
23 C 3.615 0.123 1.366  0.45
24 N 4.775 0.911 0.997  -0.52
25 S 5.569 1.711 2.284  0.19
26 N 4.512 1.117 3.539  -0.64
27 C 3.503 0.261 2.949  0.25
28 H 2.314 0.228 7.591  0.35
29 H 0.485 -3.375 3.642  -0.15
30 H 0.127 -1.964 4.773  0.45
31 H -2.015 -2.611 3.917  0.35
32 H -1.501 -2.853 2.169  0.40
33 H -2.451 2.091 1.541  0.29
34 H -1.560 2.419 3.124  0.33
35 H 0.701 2.632 1.460  0.11
36 H -0.676 3.307 0.281  -0.04
37 H -0.374 4.049 2.017  0.33
38 H -4.441 -2.146 1.598  0.25
39 H -2.754 -1.875 0.699  -0.08
40 H -4.914 0.232 -0.091  0.24
41 H -5.321 -1.580 -0.586  0.32
42 H -3.727 -0.784 -1.081  0.24
43 H -0.614 -1.958 0.472  -0.40
44 H 0.628 -2.376 -0.825  0.47
45 H 0.175 -4.276 1.757  0.04
46 H 1.472 -4.450 0.330  0.38
47 H -0.363 -4.528 0.009  0.32
48 H 3.900 -1.408 -1.276  0.39
49 H 2.112 -1.276 -1.750  0.22
50 H 3.138 1.818 -0.778  0.16
51 F -3.940 3.479 -2.088  -0.25
52 C -2.644 3.335 -2.425  0.14
53 F -2.115 2.450 -1.539  -0.16
54 C -1.867 4.653 -2.386  0.93
55 F -1.790 5.143 -1.124  -0.25
56 F -0.579 4.383 -2.757  -0.26
57 C -2.378 5.764 -3.324  -0.85
58 O -3.250 6.751 -2.753  -0.42
59 C -4.622 6.412 -2.660  0.76
60 F -4.860 5.310 -3.403  -0.27
61 F -5.298 7.419 -3.263  -0.30
62 C -5.104 6.274 -1.209  0.18
63 F -4.376 5.371 -0.517  -0.17
64 F -6.392 5.851 -1.166  -0.26
65 H -2.592 2.879 -3.419  0.22
66 H -1.494 6.338 -3.623  0.39
67 H -2.776 5.366 -4.262  0.37
68 H -5.036 7.231 -0.686  0.23
69 F 0.383 -8.310 4.061  -0.18
70 C 0.695 -9.187 5.035  0.08
71 F 0.197 -10.388 4.641  -0.28
72 C 0.121 -8.796 6.398  0.88
73 F -1.235 -8.835 6.391  -0.27
74 F 0.513 -9.747 7.300  -0.33
75 C 0.579 -7.435 6.957  -0.71
76 O -0.291 -6.313 6.742  -0.40
77 C -0.191 -5.660 5.491  0.93
78 F 0.928 -6.076 4.861  -0.32
79 F 0.008 -4.348 5.770  -0.28
80 C -1.456 -5.813 4.635  0.11
81 F -1.776 -7.108 4.433  -0.23
82 F -1.279 -5.260 3.407  -0.19
83 H 1.785 -9.280 5.082  0.27
84 H 0.598 -7.546 8.047  0.40
85 H 1.614 -7.203 6.688  0.31
86 H -2.309 -5.327 5.114  0.25
87 F 1.327 3.949 -8.574  -0.19
88 C 2.397 4.258 -9.329  0.09
89 F 2.191 3.675 -10.540  -0.29
90 C 3.717 3.774 -8.725  0.89
91 F 3.771 2.420 -8.680  -0.27
92 F 4.723 4.157 -9.570  -0.33
93 C 4.066 4.336 -7.332  -0.72
94 O 3.737 3.521 -6.198  -0.37
95 C 2.404 3.597 -5.724  0.70
96 F 1.791 4.659 -6.291  -0.30
97 F 2.493 3.882 -4.404  -0.23
98 C 1.630 2.285 -5.911  0.37
99 F 1.621 1.882 -7.202  -0.23
100 F 0.332 2.430 -5.539  -0.24
101 H 2.412 5.342 -9.483  0.27
102 H 5.159 4.401 -7.298  0.41
103 H 3.726 5.367 -7.203  0.31
104 H 2.072 1.484 -5.314  0.14

Cartesian forces, eV/Å:
C 0.160 0.494 -6.924
C -0.063 0.665 4.439
C -0.730 -0.915 -0.118
C 3.378 2.738 0.557
C 0.260 -0.436 -0.621
C -0.168 -1.472 -0.607
P -1.319 3.766 4.473
O 0.735 -1.878 -4.222
O -2.139 -1.249 0.727
C -0.488 2.028 0.088
C -0.731 -0.701 0.816
O 3.186 -1.838 -0.068
C -2.341 -0.386 -1.616
C 1.513 0.165 -0.498
C 2.911 2.150 -0.359
C 0.056 0.616 0.972
C -0.888 0.303 -1.062
C -1.487 -0.549 2.823
C -0.086 -0.837 0.919
S 3.139 0.212 -4.246
O 1.717 -0.899 3.603
O -4.259 -0.163 1.720
C 2.025 1.515 2.415
N -2.328 -1.385 0.633
S -5.157 -3.868 -0.116
N -2.166 -2.162 -2.716
C 0.390 0.156 -1.200
H -0.183 -1.500 -2.320
H -0.651 2.057 -0.060
H 0.500 0.026 -1.946
H 1.012 1.277 -1.480
H 0.480 1.423 1.624
H 1.918 -0.171 0.652
H 0.353 -1.238 -1.546
H -1.531 0.718 -0.410
H 0.897 -0.327 1.723
H 0.008 -1.646 -1.391
H 1.731 1.130 -0.639
H -1.375 0.685 0.965
H 0.425 -1.883 0.025
H 1.099 1.208 0.817
H -1.481 0.015 1.399
H 1.817 -1.082 -0.330
H -0.034 0.125 1.849
H 0.831 0.444 -1.668
H -1.509 0.503 0.892
H 1.501 0.781 1.155
H -1.457 1.446 0.181
H 1.028 0.876 1.196
H -0.408 -0.772 -0.707
F 0.163 -0.044 0.023
C 0.090 -0.877 -0.030
F 0.209 0.206 -0.018
C 0.170 0.852 0.333
F -0.163 -0.266 -0.101
F -0.433 -0.268 -0.199
C 0.319 0.674 -0.536
O -1.039 -1.140 0.485
C 1.331 0.281 -1.438
F -0.479 0.253 0.331
F -0.038 -0.131 0.585
C -0.233 -0.022 0.793
F 0.017 0.276 -0.220
F 0.131 0.145 -0.408
H 0.102 0.174 -0.023
H -0.086 -0.102 0.303
H -0.086 -0.157 0.306
H 0.047 0.092 -0.224
F 0.001 -0.097 0.105
C 0.280 -0.810 -0.499
F -0.033 0.093 0.352
C -0.790 0.422 0.477
F 0.270 -0.044 -0.246
F 0.352 0.145 -0.391
C 0.239 0.359 0.814
O 0.005 -0.186 -1.674
C 1.183 -0.424 1.745
F -0.383 0.457 -0.367
F -0.532 -0.295 -0.200
C -0.769 -0.285 -0.179
F 0.120 0.342 0.216
F 0.312 0.148 0.166
H -0.041 0.082 0.167
H -0.245 -0.072 -0.212
H -0.221 -0.116 -0.246
H 0.164 0.109 0.147
F 0.132 0.023 -0.128
C -0.404 0.184 -0.793
F 0.328 -0.014 0.091
C 0.419 -0.759 0.604
F -0.237 0.279 -0.125
F -0.393 0.349 0.019
C 0.701 0.222 0.557
O -1.506 0.017 -0.544
C 1.530 1.022 0.081
F -0.375 -0.250 0.331
F -0.234 -0.418 -0.355
C -0.144 -0.894 0.061
F 0.141 0.156 0.153
F 0.143 0.391 0.124
H 0.159 -0.027 0.099
H -0.184 -0.258 -0.098
H -0.225 -0.229 -0.153
H 0.123 0.269 0.146

* highest occupied orbital energy: -8.6 eV
* total energy: -5485.8801 a.u.
* 2S+1: 1
* SMILES string: C#Cc1c(CCP(=O)(OCC)OCC)c(CC)c(C[SH](=O)=O)c2nsnc12.FC(F)C(F)(F)COC(F)(F)C(F)F.FC(F)C(F)(F)COC(F)(F)C(F)F.FC(F)C(F)(F)COC(F)(F)C(F)F

=====

[4]
Entry from the OMol25 dataset: a cluster of 3 separate species, C2H6FN3O2 in total at a distorted geometry (ωB97M-V with the def2-TZVPD basis set).

Last column: Löwdin spin population.
CARTESIAN COORDINATES (ANGSTROEM)
1 C -0.832 -0.574 -1.040  0.00
2 C 1.924 -2.860 -0.562  1.29
3 N 0.043 0.145 -0.661  0.01
4 N -0.831 1.708 1.721  0.00
5 N 1.326 -3.010 -2.732  0.02
6 O -1.699 -1.192 -1.514  0.00
7 O 1.303 -2.314 -1.532  0.40
8 F 1.745 -1.964 0.465  0.25
9 H -0.572 2.414 2.437  0.00
10 H 0.827 0.210 -0.048  0.00
11 H -1.641 1.284 2.152  0.00
12 H -0.905 2.360 0.953  0.00
13 H 0.288 -2.869 -3.104  0.00
14 H 1.623 -3.930 -2.497  0.03

Cartesian forces, eV/Å:
C 1.359 0.687 0.524
C 0.513 1.359 3.773
N -0.740 0.160 -0.672
N 1.607 1.440 1.860
N -2.420 1.286 -2.564
O -0.587 -0.423 -0.234
O -1.328 1.130 -2.435
F 1.033 -1.595 0.431
H 0.212 -0.848 -0.072
H -0.187 -0.283 0.224
H -0.607 0.174 -1.003
H -1.181 -0.697 -0.631
H 2.907 -1.188 1.102
H -0.581 -1.202 -0.303

* highest occupied orbital energy (alpha / beta): -7.1 / -10.0 eV
* energy above the lowest of the compared OMol25 structures with the same formula, charge and spin: 25.0 kcal/mol
* total energy: -494.1504 a.u.
* 2S+1: 3

=====

[5]
Entry from the OMol25 dataset: a structure of composition C5H13NO2 at a distorted geometry (ωB97M-V with the def2-TZVPD basis set).

Last column: Mulliken charge in e.
CARTESIAN COORDINATES (ANGSTROEM)
1 C -0.634 0.183 1.661  0.46
2 C 0.529 -0.681 2.110  -1.05
3 O -0.398 1.451 1.417  -0.61
4 H 0.121 1.534 0.333  0.37
5 H -1.545 0.006 2.252  0.37
6 H -0.963 -0.349 0.472  -0.24
7 H 0.256 -1.737 2.106  0.33
8 H 1.388 -0.531 1.456  0.22
9 H 0.807 -0.398 3.126  0.32
10 C 1.746 0.916 -1.107  -0.62
11 C -1.051 -0.478 -0.921  0.59
12 N -1.880 0.404 -1.462  -0.38
13 C -0.482 -1.619 -1.259  -0.93
14 O 0.450 1.360 -0.860  -0.67
15 H -1.441 1.251 -1.809  0.30
16 H -2.823 0.490 -1.109  0.24
17 H 1.791 -0.186 -1.181  0.21
18 H 2.110 1.315 -2.061  0.25
19 H 2.456 1.221 -0.321  0.24
20 H 0.046 -2.232 -0.547  0.29
21 H -0.485 -1.921 -2.298  0.30

Cartesian forces, eV/Å:
C 0.661 1.327 0.388
C -0.109 -0.232 -0.532
O -0.532 -0.878 0.140
H 0.748 -0.380 -1.370
H -0.156 -0.138 -0.402
H -0.064 -0.205 -0.867
H 0.012 -0.018 0.048
H 0.015 0.038 0.014
H -0.079 0.083 -0.016
C -0.050 0.090 0.247
C -0.120 -0.944 1.535
N -0.196 0.630 -0.566
C 0.022 0.292 0.085
O -0.260 0.470 0.995
H 0.028 0.012 0.395
H 0.130 -0.157 -0.086
H 0.008 -0.003 -0.007
H 0.032 0.001 0.061
H -0.031 -0.024 -0.097
H 0.153 0.106 0.037
H -0.211 -0.072 -0.001

* highest occupied orbital energy: -8.7 eV
* energy above the lowest of the compared OMol25 structures with the same formula, charge and spin: 123.6 kcal/mol
* total energy: -403.3797 a.u.
* 2S+1: 1

=====

[6]
Entry from the OMol25 dataset: a structure of composition C10H19CaGaN3O5 at a distorted geometry (ωB97M-V with the def2-TZVPD basis set).

Last column: Mulliken charge in e.
CARTESIAN COORDINATES (ANGSTROEM)
1 C -1.013 0.197 3.307  -0.99
2 C -2.198 -0.079 2.402  -0.44
3 N -1.752 0.048 0.983  0.45
4 C -2.092 -1.210 0.277  -1.39
5 C -1.614 -1.311 -1.171  -0.74
6 Ga 0.366 -1.281 -1.461  0.09
7 C 1.255 0.558 -1.280  0.01
8 C 2.799 0.532 -1.480  -0.15
9 C 3.561 0.531 -0.139  -1.13
10 O 3.214 -0.565 -2.251  -0.55
11 O 1.342 -2.502 -0.302  -0.50
12 C 1.406 -1.951 0.803  1.06
13 N 1.346 -1.550 1.908  -1.00
14 O 0.655 -1.854 -3.235  -0.31
15 N 0.767 -0.773 -4.068  0.31
16 O -0.172 -0.622 -4.776  -0.40
17 C -2.452 1.192 0.411  0.26
18 C -1.589 2.391 0.017  -0.84
19 O -3.637 1.220 0.251  -0.46
20 H -1.361 0.357 4.327  0.47
21 H -0.526 1.134 2.982  0.11
22 H -0.315 -0.665 3.282  0.31
23 H -2.544 -1.084 2.641  0.53
24 H -3.021 0.591 2.645  0.47
25 H -3.188 -1.311 0.263  0.41
26 H -1.734 -2.049 0.875  0.59
27 H -2.056 -0.542 -1.808  0.43
28 H -2.006 -2.263 -1.532  0.50
29 H 0.814 1.155 -2.079  0.63
30 H 1.018 1.084 -0.339  -0.44
31 H 3.073 1.436 -2.024  0.39
32 H 4.584 0.858 -0.316  0.41
33 H 3.610 -0.471 0.293  0.32
34 H 3.088 1.235 0.555  0.08
35 H 3.526 -1.288 -1.697  0.38
36 H -0.751 2.508 0.714  0.10
37 H -1.207 2.199 -0.987  0.17
38 H -2.223 3.271 -0.009  0.43
39 Ca 1.024 0.872 2.021  1.44

Cartesian forces, eV/Å:
C -0.563 -0.279 0.698
C 0.367 0.238 0.116
N 0.385 -0.069 0.755
C -0.899 -0.218 -0.936
C 0.598 -0.362 0.809
Ga -0.804 1.192 -1.876
C 0.806 -0.865 0.185
C -0.478 0.108 0.844
C -0.016 -0.077 -0.762
O 0.141 0.075 -0.310
O 0.668 0.493 1.236
C -0.607 -1.543 -0.235
N 0.410 1.519 -0.213
O -0.341 -0.029 0.332
N -0.184 0.302 -0.134
O 0.362 -0.339 0.244
C -0.162 0.784 -0.595
C -0.485 -0.862 0.145
O 0.274 -0.340 0.127
H 0.297 0.018 0.100
H -1.782 0.260 1.256
H -0.116 0.433 0.073
H -0.086 -0.044 -0.300
H -0.033 0.062 -0.152
H 0.063 0.123 0.245
H 0.306 0.113 0.035
H -0.026 0.073 0.032
H 0.093 0.025 -0.187
H -0.228 0.018 0.086
H -0.118 0.355 -0.004
H 0.178 -0.081 -0.127
H 0.032 0.075 0.263
H -0.154 0.027 0.139
H 0.151 0.261 0.247
H -0.048 -0.036 0.014
H 0.035 0.235 -0.083
H 0.193 0.043 0.063
H 0.126 0.164 0.076
Ca 1.645 -1.853 -2.210

* highest occupied orbital energy: -11.3 eV
* total energy: -3534.9758 a.u.
* 2S+1: 1
* total charge: +1